# 1
{"formula": "C13H14F3NO8P", "method": "ωB97M-V with the def2-TZVPD basis set", "elements": ["C", "P", "O", "N", "C", "C", "C", "F", "C", "F", "F", "C", "O", "C", "O", "O", "H", "H", "H", "H", "H", "H", "H", "H", "H", "H", "C", "C", "C", "O", "C", "C", "C", "O", "O", "O", "H", "H", "H", "H"], "coordinates": [[3.39354, -1.71365, -1.05044], [1.67861, -0.97047, -0.52476], [0.54733, -2.28368, -0.90231], [1.18313, 0.35880, -1.58748], [2.25197, 1.37965, -1.84831], [3.01663, 1.98609, -0.53820], [4.65276, 1.92758, -0.58140], [5.39612, 2.96704, 0.22309], [5.49753, 0.94530, -1.31019], [5.58159, 0.91054, -2.79641], [6.33207, -0.01245, -0.49808], [-0.16941, 0.93266, -1.27272], [-0.74500, 1.80118, -2.32990], [-0.29523, 1.74737, 0.14073], [-0.59181, 3.07477, 0.06433], [-0.08298, 1.21369, 1.49442], [4.24581, -1.48506, -0.26257], [3.33719, -2.89285, -1.18653], [3.70636, -1.29742, -2.12383], [0.11973, -2.62486, -0.06294], [3.02812, 0.87502, -2.60122], [1.81035, 2.30520, -2.46001], [2.73110, 3.14449, -0.48847], [2.63527, 1.54719, 0.50283], [-0.91866, 0.00635, -1.19033], [-1.74281, 1.80681, -2.10998], [-2.94479, -0.21262, 2.01457], [-3.78531, -0.42477, 3.02908], [-4.93799, -1.35825, 2.89646], [-5.68225, -1.54735, 3.85214], [-5.14130, -2.02235, 1.59945], [-4.30266, -1.80740, 0.58400], [-3.13459, -0.89542, 0.72552], [-2.37077, -0.73211, -0.22003], [-4.48939, -2.42613, -0.63849], [-3.61484, 0.21542, 4.24284], [-2.10162, 0.46150, 2.09790], [-5.99310, -2.68446, 1.51115], [-3.75238, -2.11069, -1.20578], [-4.34833, -0.10468, 4.81188]], "atomic_forces_ev_per_a": [[0.86, -0.43, -2.16], [-0.94, -1.26, 1.92], [0.76, 0.83, 0.60], [0.22, 1.07, -0.67], [0.99, 0.16, -1.45], [0.65, 2.48, 0.30], [1.22, -0.71, -1.70], [-2.04, -3.68, -1.00], [-0.92, 1.30, 1.56], [-0.54, -1.12, 4.86], [-1.34, 3.37, -3.32], [-2.32, -1.40, 1.26], [-0.66, -1.51, 1.21], [0.01, 4.59, 5.48], [1.23, -6.37, -0.46], [-0.90, 1.16, -7.10], [-2.06, -0.22, -1.61], [-0.20, 2.49, 0.42], [-0.32, -0.89, 2.25], [0.99, 1.13, -1.31], [-1.50, 1.12, 1.77], [0.69, -2.23, 1.53], [0.62, -2.54, 0.05], [0.93, 0.57, -2.24], [2.33, 2.15, -0.08], [2.59, 0.16, -0.35], [0.01, -0.04, -0.25], [0.51, 0.80, 0.99], [-0.52, -0.28, 0.26], [0.42, 0.19, -0.37], [-0.11, 0.02, 0.29], [-0.73, -1.08, -1.36], [0.96, 0.75, 0.06], [-1.38, -0.71, 0.60], [0.82, 1.07, 1.22], [-0.93, -1.15, -1.04], [0.41, 0.14, -0.16], [0.05, 0.03, 0.00], [-0.23, -0.09, 0.26], [0.35, 0.14, -0.30]], "homo_ev": -4.42, "charge": -1, "gap_ev": 5.0, "fmax_ev_per_a": 7.24}


# 2
{"formula": "C24H28CoF4N5O2", "method": "ωB97M-V with the def2-TZVPD basis set", "elements": ["Co", "C", "C", "N", "C", "C", "C", "C", "N", "C", "C", "F", "C", "F", "C", "C", "F", "C", "F", "H", "H", "H", "H", "H", "H", "H", "H", "H", "H", "H", "H", "H", "H", "H", "O", "C", "C", "C", "C", "C", "C", "N", "H", "H", "H", "H", "H", "H", "H", "N", "C", "O", "C", "C", "C", "C", "N", "C", "H", "H", "H", "H", "H", "H"], "coordinates": [[-0.41178, 0.37346, 0.32997], [-2.89188, 1.98756, 1.29647], [-1.86628, 3.09626, 1.05237], [-0.49068, 2.58716, 1.19067], [0.48662, 3.57546, 0.70457], [0.54222, 3.72526, -0.80883], [-0.21958, 2.31986, 2.61217], [0.83402, 1.22606, 2.74477], [0.29462, 0.04456, 2.10577], [0.58852, -1.15354, 2.65627], [-0.38988, -2.17204, 2.68257], [-1.60988, -1.86014, 2.19307], [-0.14178, -3.42804, 3.19877], [-1.10598, -4.35454, 3.15407], [1.08472, -3.73904, 3.76797], [2.06112, -2.75584, 3.77257], [3.26102, -3.03244, 4.28517], [1.83312, -1.49884, 3.23727], [2.84802, -0.61144, 3.19667], [-3.79458, 2.16126, 0.71657], [-3.17968, 1.91976, 2.34257], [-2.45028, 1.01766, 1.01107], [-2.03598, 3.93536, 1.74277], [-1.98118, 3.49156, 0.04137], [1.47292, 3.25966, 1.04717], [0.28132, 4.55876, 1.15447], [0.68422, 2.76076, -1.28763], [1.38662, 4.35816, -1.06753], [-0.35058, 4.20706, -1.19793], [-1.13168, 1.94316, 3.07277], [0.08622, 3.23306, 3.13467], [1.04712, 1.04546, 3.80457], [1.77512, 1.54836, 2.28387], [1.27772, -4.71384, 4.18507], [-1.39708, 1.25406, -1.53233], [-2.54588, 0.53616, -1.93493], [-2.32498, -0.92334, -1.65043], [-2.98408, -1.86804, -2.42373], [-2.75118, -3.21054, -2.19143], [-1.83838, -3.55564, -1.20813], [-1.21898, -2.54894, -0.48853], [-1.46388, -1.25404, -0.68473], [-1.56748, 2.19896, -1.61493], [-2.72758, 0.66306, -3.01103], [-3.43158, 0.87686, -1.38053], [-3.66208, -1.54244, -3.19683], [-3.25828, -3.96634, -2.77153], [-1.60088, -4.58734, -1.00923], [-0.48168, -2.80274, 0.25697], [1.28632, -2.07484, -4.56953], [2.38222, -1.34494, -4.25823], [3.31892, -1.22924, -5.01353], [2.38892, -0.64904, -2.92083], [3.57522, -0.01664, -2.55003], [3.63722, 0.61446, -1.32333], [2.51532, 0.61336, -0.51323], [1.36462, 0.04596, -0.87043], [1.31102, -0.57564, -2.04953], [1.30512, -2.58364, -5.44023], [0.53222, -2.25614, -3.93383], [4.40892, -0.04094, -3.23523], [4.53342, 1.11066, -0.99523], [2.54102, 1.07906, 0.45907], [0.35972, -1.01794, -2.30073]], "atomic_forces_ev_per_a": [[0.64, 0.85, -0.15], [0.24, 0.09, 0.03], [-0.21, -0.16, -0.15], [-0.04, -0.39, -0.07], [0.24, 0.15, -0.33], [-0.05, -0.04, 0.31], [0.35, -0.36, 0.41], [-0.09, 0.28, -0.16], [-0.77, 0.61, -0.82], [0.50, -1.31, 0.44], [0.31, 0.39, -0.03], [-0.05, -0.24, 0.12], [0.28, 0.05, 0.07], [-0.10, 0.01, 0.02], [-0.10, 0.28, -0.20], [-0.30, 0.00, 0.03], [0.08, 0.05, 0.01], [-0.40, -0.08, -0.31], [-0.09, -0.08, 0.00], [-0.09, -0.05, -0.03], [-0.01, -0.09, 0.01], [-0.42, 0.14, 0.10], [0.09, -0.06, -0.12], [0.00, 0.05, 0.06], [-0.06, 0.03, 0.10], [0.02, -0.17, 0.09], [0.03, -0.12, -0.13], [0.04, 0.07, -0.08], [-0.12, 0.06, -0.16], [0.05, 0.04, 0.04], [-0.05, 0.08, -0.08], [-0.06, 0.02, -0.14], [0.09, 0.15, 0.18], [0.01, -0.07, 0.01], [0.44, -0.16, 0.46], [-0.57, -0.24, -0.12], [-0.04, -0.02, -0.32], [0.04, 0.05, 0.12], [0.04, 0.09, 0.12], [0.01, 0.09, -0.05], [0.06, -0.46, -0.02], [0.10, 0.35, 0.13], [0.16, 0.01, 0.09], [0.02, 0.05, 0.25], [0.10, 0.03, -0.12], [-0.07, 0.02, -0.09], [-0.02, -0.06, -0.05], [0.05, -0.09, 0.09], [0.06, 0.06, 0.12], [-0.25, -0.20, -0.14], [-0.18, 0.06, 0.06], [0.19, 0.05, -0.03], [0.18, 0.16, 0.20], [-0.29, -0.11, 0.03], [-0.10, -0.02, -0.04], [0.22, 0.00, 0.03], [-0.54, 0.12, 0.25], [0.22, -0.07, -0.32], [0.01, 0.07, 0.07], [0.08, -0.02, 0.04], [0.08, -0.02, -0.03], [0.16, 0.05, 0.08], [-0.03, 0.05, 0.11], [-0.10, -0.01, -0.01]], "homo_ev": [-10.24, -10.23], "multiplicity": 2, "charge": 1, "gap_ev": [6.9, 7.4], "fmax_ev_per_a": 1.47}


Number 1 is which compound? C13H14F3NO8P